*A*
{
  "formula": "C24H19ClN2O2Pt",
  "method": "wB97M-V/def2-TZVPD",
  "species": ["Pt", "Cl", "O", "O", "N", "N", "C", "C", "C", "C", "C", "C", "C", "C", "C", "C", "C", "C", "C", "C", "C", "C", "C", "C", "C", "C", "C", "C", "C", "C", "H", "H", "H", "H", "H", "H", "H", "H", "H", "H", "H", "H", "H", "H", "H", "H", "H", "H", "H"],
  "coordinates": [[2.29, -1.76, 0.84], [-6.83, -1.19, -0.38], [3.79, -1.22, -0.67], [0.66, -2.09, 1.93], [1.23, 0.03, 0.24], [1.83, 1.06, -0.27], [-5.12, -1.44, -0.27], [2.97, 1.06, -0.99], [-2.38, -1.82, -0.08], [5.17, 1.53, -2.70], [0.11, 0.09, 0.96], [-0.37, 2.52, 0.69], [4.98, 0.29, -2.12], [4.52, -2.31, -1.22], [-4.63, -2.66, 0.17], [-2.20, -0.14, 2.59], [-1.48, -1.24, 2.39], [-0.35, -1.29, 1.42], [-2.43, 3.43, 1.53], [-1.23, 3.59, 0.85], [-3.27, -2.84, 0.26], [3.92, 0.03, -1.26], [-4.26, -0.41, -0.62], [-2.89, -0.62, -0.54], [3.23, 2.32, -1.57], [4.29, 2.56, -2.40], [-0.91, -2.03, 0.11], [-0.69, 1.25, 1.19], [-2.74, 2.21, 2.09], [-1.89, 1.11, 1.95], [-2.22, 0.18, -0.82], [4.40, -2.35, -2.31], [2.53, 3.11, -1.34], [-3.66, 2.08, 2.64], [-1.71, -2.17, 2.89], [4.09, -3.22, -0.78], [4.45, 3.55, -2.82], [0.55, 2.66, 0.16], [6.00, 1.69, -3.37], [5.58, -2.26, -0.97], [-3.05, -0.14, 3.27], [-3.12, 4.26, 1.63], [-4.65, 0.53, -0.96], [-0.69, -3.09, 0.26], [-5.32, -3.45, 0.43], [5.70, -0.49, -2.33], [-2.88, -3.79, 0.61], [-0.97, 4.55, 0.45], [-0.34, -1.67, -0.76]],
  "nbo_charge": [0.486, -0.005, -0.529, -0.781, -0.319, -0.219, -0.052, 0.034, -0.034, -0.167, 0.288, -0.167, -0.313, -0.254, -0.245, -0.248, -0.097, 0.144, -0.166, -0.234, -0.144, 0.373, -0.217, -0.208, -0.138, -0.239, -0.424, -0.084, -0.209, 0.003, 0.216, 0.192, 0.225, 0.216, 0.226, 0.224, 0.222, 0.247, 0.220, 0.187, 0.216, 0.216, 0.225, 0.239, 0.225, 0.225, 0.207, 0.214, 0.224],
  "mol_weight_g_mol": 597.96,
  "s_squared": 2.062,
  "homo_lumo_gap_ev": [6.4, 5.6],
  "spin_multiplicity": 3,
  "homo_ev": [-6.7764, -7.5932]
}

***

*B*
{
  "formula": "C24H19ClN2O2Pt",
  "method": "wB97M-V/def2-TZVPD",
  "species": ["Pt", "Cl", "O", "O", "N", "N", "C", "C", "C", "C", "C", "C", "C", "C", "C", "C", "C", "C", "C", "C", "C", "C", "C", "C", "C", "C", "C", "C", "C", "C", "H", "H", "H", "H", "H", "H", "H", "H", "H", "H", "H", "H", "H", "H", "H", "H", "H", "H", "H"],
  "coordinates": [[-1.22, 1.22, -1.82], [3.00, -3.91, -0.98], [-0.58, 3.70, -0.89], [-2.66, -0.19, -1.21], [-0.72, 0.25, 1.01], [-0.59, 1.21, 0.20], [-0.55, 4.93, -1.58], [0.17, 0.85, -3.30], [-1.18, -3.85, 3.81], [0.53, -1.63, -3.13], [2.38, 4.01, 1.26], [0.41, 3.43, 0.00], [0.41, 2.16, 0.60], [1.17, -2.73, -2.58], [-0.54, -1.68, 2.97], [-0.44, -2.67, 3.92], [-2.03, -4.02, 2.75], [1.40, 4.35, 0.34], [2.39, 2.75, 1.84], [-3.21, -2.24, -0.28], [2.21, -2.53, -1.69], [1.99, -0.17, -1.91], [-2.15, -3.02, 1.77], [0.92, -0.33, -2.81], [-3.06, -3.18, 0.67], [1.41, 1.83, 1.50], [2.63, -1.26, -1.36], [-2.43, -1.02, -0.26], [-1.40, -1.84, 1.86], [-1.52, -0.82, 0.81], [3.16, 2.47, 2.54], [-3.63, -4.10, 0.61], [0.85, -3.73, -2.83], [1.42, 0.84, 1.92], [-0.29, -1.78, -3.82], [-2.61, -4.93, 2.65], [-0.66, 5.77, -0.89], [0.38, 5.04, -2.15], [3.14, 4.73, 1.52], [-1.39, 4.91, -2.27], [0.23, -2.52, 4.76], [-1.08, -4.63, 4.56], [-3.89, -2.35, -1.11], [1.40, 5.33, -0.10], [0.80, 1.73, -3.42], [-0.36, 0.66, -4.23], [0.03, -0.77, 3.07], [3.45, -1.13, -0.66], [2.30, 0.83, -1.64]],
  "nbo_charge": [0.884, -0.011, -0.519, -0.692, -0.114, -0.302, -0.253, -0.697, -0.231, -0.158, -0.189, 0.364, 0.025, -0.241, -0.214, -0.196, -0.161, -0.309, -0.234, -0.283, -0.049, -0.216, -0.138, -0.053, -0.102, -0.188, -0.218, 0.430, 0.079, -0.072, 0.219, 0.212, 0.226, 0.235, 0.207, 0.209, 0.182, 0.182, 0.217, 0.208, 0.212, 0.214, 0.228, 0.221, 0.208, 0.214, 0.222, 0.225, 0.215],
  "mol_weight_g_mol": 597.96,
  "s_squared": 2.010,
  "homo_lumo_gap_ev": [6.5, 6.9],
  "spin_multiplicity": 3,
  "homo_ev": [-7.2157, -7.7165]
}

***

Which structure is most stable, and how do the rest compare? From most to least stable: *B*, *A*.

***

*A*
{
  "formula": "C11H21NO2",
  "method": "wB97M-V/def2-TZVPD",
  "species": ["O", "O", "N", "C", "C", "C", "C", "C", "C", "C", "C", "C", "C", "C", "H", "H", "H", "H", "H", "H", "H", "H", "H", "H", "H", "H", "H", "H", "H", "H", "H", "H", "H", "H", "H"],
  "coordinates": [[2.25, 1.69, -0.54], [0.05, 0.97, -0.14], [1.02, -2.90, -0.98], [-1.76, 3.37, 2.12], [-1.88, 0.92, 1.92], [1.36, 0.81, -0.53], [-0.19, 2.18, 0.55], [2.83, -0.70, -2.01], [2.21, -3.59, -0.47], [-0.17, -3.71, -1.32], [-1.61, 2.21, 1.12], [-2.64, 2.34, 0.00], [1.70, -0.56, -1.01], [0.87, -1.58, -0.57], [-1.30, 3.07, 3.11], [2.72, -3.00, 0.29], [-2.58, 3.35, -0.46], [-1.19, 0.76, 2.74], [3.78, -0.64, -1.47], [2.78, 0.02, -2.78], [-2.84, 3.68, 2.24], [-0.46, -4.43, -0.54], [-1.87, 0.07, 1.23], [2.92, -3.81, -1.26], [-1.03, -3.06, -1.55], [-2.87, 0.97, 2.34], [-2.45, 1.70, -0.86], [-0.07, 3.01, -0.13], [0.06, -4.28, -2.22], [1.95, -4.51, 0.03], [-3.66, 2.18, 0.35], [2.73, -1.67, -2.48], [0.56, 2.25, 1.36], [-1.24, 4.24, 1.74], [0.04, -1.37, 0.15]],
  "nbo_charge": [-0.608, -0.517, -0.488, -0.603, -0.604, 0.767, -0.063, -0.632, -0.405, -0.401, -0.086, -0.612, -0.158, 0.080, 0.211, 0.209, 0.207, 0.207, 0.228, 0.227, 0.217, 0.178, 0.211, 0.190, 0.213, 0.206, 0.219, 0.189, 0.200, 0.191, 0.211, 0.218, 0.190, 0.210, 0.197],
  "smiles": "C/C(=C\\N(C)C)C(=O)OCC(C)(C)C",
  "mol_weight_g_mol": 199.29,
  "homo_lumo_gap_ev": 8.9,
  "homo_ev": -8.1263
}

***

*B*
{
  "formula": "C11H21NO2",
  "method": "wB97M-V/def2-TZVPD",
  "species": ["O", "O", "N", "C", "C", "C", "C", "C", "C", "C", "C", "C", "C", "C", "H", "H", "H", "H", "H", "H", "H", "H", "H", "H", "H", "H", "H", "H", "H", "H", "H", "H", "H", "H", "H"],
  "coordinates": [[-1.57, -0.23, 3.38], [0.89, 0.79, -1.60], [0.25, 0.56, -0.31], [-1.83, 0.57, 1.16], [-1.96, -0.47, -1.10], [-1.07, -0.40, 2.06], [-1.59, 1.98, -0.99], [-1.26, 0.65, -0.29], [1.08, -0.29, -2.42], [1.01, -0.24, 0.70], [1.91, -0.21, -3.52], [0.39, 0.00, 2.10], [1.24, -1.75, 0.39], [2.39, 0.42, 0.79], [2.24, -1.08, -4.08], [-1.14, -0.86, 4.01], [-1.82, -1.45, -0.70], [-2.62, 2.21, -1.01], [2.32, 1.55, 0.88], [0.43, 1.10, 2.36], [-1.64, -0.45, -2.17], [-1.25, -1.43, 1.74], [1.91, -1.92, -0.44], [-3.03, -0.26, -1.12], [-2.88, 0.28, 1.17], [0.29, -2.19, 0.08], [2.94, 0.20, -0.10], [0.87, -0.64, 2.84], [1.63, -2.31, 1.27], [-1.73, 1.57, 1.62], [2.90, 0.02, 1.68], [-1.30, 1.98, -2.03], [0.68, -1.23, -2.14], [2.38, 0.72, -3.74], [-1.04, 2.80, -0.48]],
  "nbo_charge": [-0.729, -0.375, -0.203, -0.412, -0.639, 0.090, -0.610, 0.137, 0.131, 0.120, -0.512, -0.406, -0.649, -0.606, 0.212, 0.469, 0.201, 0.207, 0.221, 0.228, 0.214, 0.164, 0.222, 0.213, 0.226, 0.206, 0.213, 0.208, 0.218, 0.218, 0.203, 0.221, 0.178, 0.203, 0.217],
  "smiles": "C=CON1C(C)(C)CC(O)CC1(C)C",
  "mol_weight_g_mol": 199.29,
  "homo_lumo_gap_ev": 9.2,
  "homo_ev": -8.5310
}

***

Which structure is most stable, and how do the rest compare? From most to least stable: *A*, *B*.

***

*A*
{
  "formula": "CH5NOS2",
  "method": "wB97M-V/def2-TZVPD",
  "species": ["S", "S", "O", "N", "C", "H", "H", "H", "H", "H"],
  "coordinates": [[3.54, 0.04, -0.08], [-0.37, -0.64, 0.11], [-3.32, -0.42, -0.18], [-2.60, 0.73, 0.00], [-1.29, 0.73, 0.14], [-0.88, 1.73, 0.27], [3.94, 1.12, -0.76], [-2.62, -1.11, -0.18], [-3.20, 1.54, 0.01], [4.50, 0.18, 0.85]],
  "nbo_charge": [-0.274, -0.216, -0.531, -0.243, -0.111, 0.209, 0.137, 0.491, 0.401, 0.137],
  "smiles": "ONC=S.S",
  "mol_weight_g_mol": 111.19,
  "homo_lumo_gap_ev": 9.6,
  "homo_ev": -8.8184
}

***

*B*
{
  "formula": "CH5NOS2",
  "method": "wB97M-V/def2-TZVPD",
  "species": ["S", "S", "O", "N", "C", "H", "H", "H", "H", "H"],
  "coordinates": [[-2.06, 0.94, 1.43], [-0.98, 2.53, 0.49], [1.85, -2.50, 0.19], [0.92, -0.88, -1.11], [1.29, -1.44, 0.09], [-1.96, 0.18, 0.32], [0.95, -0.88, 0.97], [-2.06, 3.30, 0.63], [1.23, -1.36, -1.94], [0.81, 0.11, -1.07]],
  "nbo_charge": [-0.131, -0.146, -0.583, -0.840, 0.524, 0.138, 0.109, 0.141, 0.401, 0.388],
  "smiles": "NC=O.SS",
  "mol_weight_g_mol": 111.19,
  "homo_lumo_gap_ev": 9.4,
  "homo_ev": -9.5392
}

***

Which structure is most stable, and how do the rest compare? From most to least stable: *B*, *A*.

***

*A*
{
  "formula": "CH8NO",
  "method": "wB97M-V/def2-TZVPD",
  "species": ["O", "N", "C", "H", "H", "H", "H", "H", "H", "H", "H"],
  "coordinates": [[0.30, -0.68, -0.45], [0.58, 1.77, 0.56], [-0.96, -1.38, -0.17], [-1.30, -1.88, -1.08], [1.14, 2.23, -0.17], [1.07, 1.84, 1.44], [-0.30, 2.27, 0.61], [-1.74, -0.64, -0.02], [0.71, -1.10, -1.19], [-0.73, -2.09, 0.61], [0.35, 0.74, 0.36]],
  "nbo_charge": [-0.786, -0.882, -0.267, 0.206, 0.451, 0.443, 0.442, 0.189, 0.511, 0.208, 0.485],
  "mol_weight_g_mol": 50.08,
  "homo_lumo_gap_ev": 11.8,
  "total_charge": 1,
  "homo_ev": -15.6354
}

***

*B*
{
  "formula": "CH8NO",
  "method": "wB97M-V/def2-TZVPD",
  "species": ["O", "N", "C", "H", "H", "H", "H", "H", "H", "H", "H"],
  "coordinates": [[-0.05, 0.91, 0.02], [1.25, -1.60, 0.57], [-1.20, 1.31, -0.70], [-0.37, 1.13, 0.97], [1.73, -1.07, 1.32], [-1.22, 2.47, -0.79], [0.65, -2.39, 0.81], [0.70, -0.87, 0.10], [1.91, -1.77, -0.18], [-1.20, 0.70, -1.78], [-2.21, 1.18, -0.34]],
  "nbo_charge": [-0.760, -0.884, -0.290, 0.488, 0.461, 0.198, 0.463, 0.477, 0.454, 0.194, 0.198],
  "mol_weight_g_mol": 50.08,
  "homo_lumo_gap_ev": 10.6,
  "total_charge": 1,
  "homo_ev": -14.8065
}

***

*C*
{
  "formula": "CH8NO",
  "method": "wB97M-V/def2-TZVPD",
  "species": ["O", "N", "C", "H", "H", "H", "H", "H", "H", "H", "H"],
  "coordinates": [[-0.74, -0.87, 1.56], [0.17, -0.23, -0.97], [0.65, 1.18, -0.79], [0.83, -0.90, -1.32], [0.13, 1.90, -1.40], [0.55, 1.35, 0.27], [-0.10, -1.09, 2.27], [1.69, 1.19, -1.09], [-0.18, -0.66, -0.07], [-1.32, -0.18, 1.93], [-0.67, -0.41, -1.53]],
  "nbo_charge": [-0.970, -0.703, -0.416, 0.435, 0.249, 0.233, 0.512, 0.241, 0.475, 0.506, 0.438],
  "mol_weight_g_mol": 50.08,
  "homo_lumo_gap_ev": 13.3,
  "total_charge": 1,
  "homo_ev": -16.9050
}

***

Which structure is most stable, and how do the rest compare? From most to least stable: *C*, *A*, *B*.